{
  "formula": "C2H7N",
  "method": "ωB97M-V with the def2-TZVPD basis set",
  "relative_energy_kcal_mol": 10.4,
  "total_energy_ev": -3677.0325,
  "e_lumo_ev": 1.2,
  "fmax_ev_per_a": 1.1,
  "homo_ev": -8.8,
  "symbols": ["C", "N", "C", "H", "H", "H", "H", "H", "H", "H"],
  "xyz": [[0.272, -0.159, 1.196], [0.111, 0.570, -0.049], [-0.414, -0.253, -1.141], [0.760, -1.132, 1.086], [0.880, 0.415, 1.902], [-0.708, -0.259, 1.679], [1.000, 0.963, -0.326], [-1.455, 0.033, -1.370], [-0.390, -1.321, -0.928], [0.125, -0.048, -2.052]],
  "forces_ev_per_angstrom": [[-0.1836, 0.4975, 0.4549], [0.3284, -0.2246, -0.1552], [-0.7824, 0.7129, 0.0752], [-0.1512, -0.2049, -0.0511], [-0.0366, 0.0806, -0.1733], [0.1600, -0.3271, -0.1092], [-0.0137, -0.0487, 0.0288], [0.1981, -0.2579, 0.2425], [0.1336, -0.1347, 0.0196], [0.3474, -0.0931, -0.3322]]
}


{
  "formula": "C6H16N2O8",
  "method": "ωB97M-V with the def2-TZVPD basis set",
  "total_energy_ev": -25835.5537,
  "e_lumo_ev": 0.2,
  "fmax_ev_per_a": 1.0,
  "homo_ev": -10.8,
  "symbols": ["C", "N", "O", "O", "H", "H", "H", "C", "N", "O", "O", "H", "H", "H", "C", "O", "C", "O", "O", "C", "H", "H", "H", "H", "H", "H", "C", "O", "H", "H", "H", "H"],
  "xyz": [[3.000, 20.146, -9.276], [3.895, 21.321, -9.095], [3.689, 22.269, -9.810], [4.760, 21.269, -8.238], [3.074, 19.836, -10.311], [1.991, 20.440, -9.008], [3.342, 19.346, -8.630], [4.613, 16.035, -12.338], [3.797, 16.858, -11.400], [4.389, 17.486, -10.544], [2.593, 16.830, -11.525], [5.538, 15.778, -11.841], [4.721, 16.614, -13.253], [4.031, 15.149, -12.572], [1.041, 18.038, -14.050], [2.454, 18.305, -14.089], [2.795, 19.520, -14.523], [2.049, 20.439, -14.715], [4.121, 19.550, -14.655], [4.647, 20.824, -15.025], [0.946, 16.974, -14.272], [0.555, 18.538, -14.884], [0.641, 18.273, -13.073], [4.175, 21.180, -15.941], [5.710, 20.694, -15.186], [4.464, 21.549, -14.234], [5.715, 12.909, -9.577], [6.533, 13.690, -10.430], [5.819, 13.204, -8.532], [4.669, 13.035, -9.866], [5.942, 11.844, -9.668], [7.138, 14.216, -9.903]],
  "forces_ev_per_angstrom": [[0.2034, -0.4097, 0.2175], [0.1538, -0.2713, 0.5824], [-0.0737, 0.4706, -0.4136], [-0.2229, -0.1162, -0.2034], [-0.1326, 0.0856, -0.0670], [-0.0218, 0.1811, -0.1419], [0.0879, 0.0534, 0.0152], [-0.4334, -0.1568, -0.1120], [0.1834, -0.2767, 0.2109], [0.0316, 0.1015, -0.1145], [-0.1669, 0.0574, -0.0564], [0.1447, 0.1064, -0.0934], [0.1991, 0.1343, 0.0964], [-0.0049, 0.0013, 0.0777], [0.3284, -0.5864, -0.7469], [0.0040, -0.0618, -0.2181], [0.0226, -0.0668, 0.4695], [-0.1218, 0.1344, -0.2074], [0.1098, -0.2103, -0.0036], [-0.1236, 0.3496, -0.1411], [0.0701, -0.0147, 0.4141], [-0.1533, 0.4103, 0.3443], [-0.1588, 0.1712, 0.0003], [0.0054, -0.0295, 0.0332], [0.0538, -0.1195, 0.0761], [0.0399, -0.0027, 0.0025], [-0.3133, -0.1243, 0.1405], [0.0690, 0.1411, -0.2154], [-0.0287, -0.0342, 0.0026], [0.0552, 0.0919, 0.0269], [0.1820, 0.0639, -0.0094], [0.0117, -0.0730, 0.0341]]
}


{
  "formula": "C16H31N3O2",
  "method": "ωB97M-V with the def2-TZVPD basis set",
  "relative_energy_kcal_mol": 61.4,
  "total_energy_ev": -25658.9130,
  "e_lumo_ev": 0.8,
  "fmax_ev_per_a": 0.6,
  "homo_ev": -8.3,
  "symbols": ["C", "C", "O", "C", "O", "N", "C", "C", "C", "C", "C", "N", "C", "C", "C", "C", "N", "C", "C", "C", "C", "H", "H", "H", "H", "H", "H", "H", "H", "H", "H", "H", "H", "H", "H", "H", "H", "H", "H", "H", "H", "H", "H", "H", "H", "H", "H", "H", "H", "H", "H", "H"],
  "xyz": [[-5.161, 2.609, -0.322], [-5.358, 1.184, 0.178], [-4.234, 0.729, 0.930], [-3.176, 0.291, 0.205], [-3.144, 0.237, -1.000], [-2.182, -0.096, 1.032], [-0.873, -0.473, 0.562], [0.199, 0.619, 0.849], [1.514, 0.042, 0.588], [2.614, -0.414, 0.446], [3.876, -1.090, 0.167], [3.710, -2.457, -0.305], [3.178, -3.339, 0.723], [4.251, -3.742, 1.730], [2.974, -2.533, -1.557], [3.400, -3.750, -2.374], [0.030, 1.888, 0.167], [-0.198, 1.847, -1.271], [0.954, 1.228, -2.052], [-0.864, 2.827, 0.825], [-0.283, 4.241, 0.797], [-6.062, 2.947, -0.825], [-4.945, 3.275, 0.510], [-4.333, 2.640, -1.027], [-5.518, 0.508, -0.667], [-6.201, 1.122, 0.870], [-2.321, 0.048, 2.019], [-0.563, -1.401, 1.055], [-0.955, -0.654, -0.510], [0.164, 0.835, 1.927], [4.487, -1.109, 1.074], [4.423, -0.528, -0.597], [2.325, -2.875, 1.247], [2.813, -4.242, 0.231], [5.124, -4.118, 1.204], [3.869, -4.522, 2.384], [4.554, -2.901, 2.349], [3.199, -1.633, -2.135], [1.884, -2.554, -1.391], [4.476, -3.735, -2.520], [2.910, -3.732, -3.344], [3.135, -4.678, -1.874], [-0.300, 2.887, -1.590], [-1.138, 1.334, -1.527], [1.895, 1.678, -1.749], [0.801, 1.408, -3.114], [1.017, 0.156, -1.891], [-0.992, 2.536, 1.871], [-1.862, 2.832, 0.359], [0.706, 4.239, 1.247], [-0.194, 4.609, -0.221], [-0.926, 4.919, 1.353]],
  "forces_ev_per_angstrom": [[0.1037, -0.3616, 0.1730], [-0.2689, 0.1907, -0.4061], [0.3007, -0.0651, 0.1336], [-0.2278, -0.0044, 0.3189], [-0.1057, 0.0257, -0.3862], [0.1227, 0.0343, 0.3405], [0.1420, 0.1115, 0.0525], [-0.3663, -0.2334, -0.0073], [0.5171, -0.0806, 0.2380], [-0.5214, 0.0793, 0.0755], [0.3797, -0.1456, -0.0558], [0.0857, 0.0439, -0.0305], [0.1811, -0.1203, 0.1607], [-0.2525, 0.0407, -0.1471], [0.0442, -0.1932, -0.1615], [-0.1243, 0.2509, 0.1194], [-0.1002, 0.0229, 0.1410], [0.1245, -0.0730, -0.2290], [-0.2181, 0.1254, -0.0010], [0.0673, 0.3526, 0.0889], [-0.1876, -0.2387, 0.0476], [-0.1060, 0.0776, -0.0612], [-0.0175, 0.0892, 0.0537], [0.0314, 0.0386, -0.0604], [-0.0450, 0.0687, 0.1813], [0.0955, -0.0353, -0.0942], [-0.0777, 0.0030, -0.0935], [0.0168, 0.0711, -0.1247], [0.0800, -0.0580, 0.0749], [-0.0336, -0.0281, -0.1696], [0.0464, 0.0824, -0.1280], [0.0332, -0.0348, 0.1412], [-0.0026, -0.0859, -0.1165], [-0.0530, 0.0593, 0.0089], [0.0948, -0.0499, -0.0242], [-0.0011, -0.0557, 0.1384], [0.0690, 0.0587, 0.1014], [-0.0712, 0.0228, 0.0381], [0.0609, 0.1050, -0.0230], [0.1028, -0.0137, -0.0356], [-0.0646, -0.0783, -0.1196], [-0.0198, -0.1302, 0.0156], [-0.0640, -0.0541, 0.0027], [0.0630, 0.1234, 0.0404], [0.1277, 0.0051, 0.0010], [-0.0147, -0.0177, -0.1208], [0.0569, -0.0914, -0.0670], [-0.0468, -0.0499, -0.0833], [-0.0022, -0.0437, 0.0998], [0.0888, 0.0182, 0.0476], [0.0219, 0.0844, -0.1126], [-0.0652, 0.1570, 0.0240]]
}


{
  "formula": "C23H22N5OsTe",
  "method": "ωB97M-V with the def2-TZVPD basis set",
  "relative_energy_kcal_mol": 0.0,
  "total_charge": 3,
  "spin_multiplicity": 5,
  "total_energy_ev": -41390.5437,
  "e_lumo_ev": [-9.6, -10.6],
  "fmax_ev_per_a": 0.2,
  "homo_ev": [-16.3, -16.7],
  "symbols": ["Os", "N", "C", "N", "C", "N", "N", "C", "C", "C", "C", "C", "C", "N", "C", "C", "C", "C", "C", "C", "H", "H", "H", "H", "H", "H", "H", "H", "H", "H", "H", "C", "C", "C", "C", "C", "C", "Te", "C", "C", "C", "H", "H", "H", "H", "H", "H", "H", "H", "H", "H", "H"],
  "xyz": [[0.319, -0.129, -0.231], [4.610, -0.615, -0.264], [3.385, -0.420, -0.675], [2.336, -0.360, 0.142], [2.538, -0.568, 1.529], [1.526, -0.625, 2.341], [0.334, -0.513, 1.676], [-0.796, -0.686, 2.271], [-1.974, -0.628, 1.413], [-3.251, -0.871, 1.871], [-4.306, -0.860, 0.962], [-4.047, -0.608, -0.374], [-2.742, -0.368, -0.775], [-1.719, -0.369, 0.090], [3.887, -0.742, 2.018], [4.177, -0.912, 3.376], [5.482, -1.102, 3.775], [6.515, -1.131, 2.834], [6.250, -0.968, 1.487], [4.936, -0.774, 1.094], [5.354, -0.658, -0.951], [3.224, -0.301, -1.739], [-0.834, -0.906, 3.331], [-3.419, -1.080, 2.919], [-5.316, -1.056, 1.298], [-4.838, -0.603, -1.110], [-2.500, -0.174, -1.812], [3.371, -0.898, 4.096], [5.711, -1.235, 4.823], [7.534, -1.286, 3.160], [7.049, -0.996, 0.756], [-0.331, 10.790, -0.752], [-0.336, 9.313, -0.602], [-0.166, 8.711, 0.660], [-0.177, 7.350, 0.817], [-0.011, 6.725, 2.170], [-0.362, 6.548, -0.351], [-0.421, 4.530, -0.149], [-0.540, 7.128, -1.645], [-0.782, 6.286, -2.863], [-0.518, 8.494, -1.736], [-0.133, 11.302, 0.186], [-1.299, 11.124, -1.139], [0.413, 11.091, -1.493], [-0.024, 9.346, 1.526], [0.202, 7.479, 2.924], [0.819, 6.012, 2.182], [-0.924, 6.207, 2.477], [-0.238, 5.338, -2.829], [-0.460, 6.804, -3.764], [-1.847, 6.068, -2.971], [-0.642, 8.965, -2.704]],
  "forces_ev_per_angstrom": [[0.0399, -0.1914, 0.1028], [0.0049, 0.0004, -0.0094], [-0.0044, 0.0022, 0.0222], [0.0167, -0.0272, -0.0214], [-0.0110, -0.0003, -0.0013], [-0.0011, 0.0004, -0.0361], [-0.0162, -0.0293, -0.0192], [0.0105, 0.0173, -0.0238], [0.0276, 0.0070, -0.0057], [-0.0191, -0.0035, -0.0050], [0.0053, -0.0022, 0.0154], [0.0090, 0.0045, -0.0142], [-0.0107, 0.0017, 0.0141], [-0.0199, -0.0415, -0.0087], [0.0042, -0.0011, -0.0014], [0.0096, -0.0025, 0.0075], [0.0017, 0.0005, -0.0008], [-0.0010, -0.0011, -0.0019], [-0.0005, 0.0021, 0.0006], [-0.0026, -0.0019, 0.0031], [0.0015, 0.0004, 0.0023], [-0.0006, 0.0005, -0.0007], [-0.0050, 0.0055, -0.0041], [0.0017, 0.0011, 0.0002], [0.0004, -0.0009, -0.0011], [-0.0017, 0.0002, 0.0017], [-0.0009, -0.0013, -0.0016], [-0.0043, 0.0017, -0.0047], [-0.0011, -0.0001, 0.0003], [0.0003, 0.0004, -0.0005], [0.0015, -0.0001, 0.0014], [0.0003, -0.0097, -0.0005], [0.0013, -0.0016, 0.0002], [-0.0021, 0.0074, -0.0141], [0.0053, -0.0232, 0.0078], [0.0011, 0.0023, 0.0048], [-0.0489, 0.0764, -0.0055], [-0.0186, 0.2124, -0.0051], [0.0059, -0.0172, -0.0039], [0.0010, -0.0039, -0.0076], [0.0229, 0.0110, 0.0119], [0.0011, 0.0019, -0.0011], [0.0003, 0.0033, 0.0005], [-0.0005, 0.0033, 0.0003], [-0.0005, -0.0025, 0.0025], [-0.0031, 0.0004, -0.0001], [0.0016, 0.0007, -0.0020], [0.0014, -0.0022, -0.0015], [0.0164, 0.0095, -0.0033], [-0.0179, 0.0072, -0.0019], [0.0006, -0.0123, 0.0108], [-0.0022, -0.0045, -0.0025]]
}


{
  "formula": "C4H7N3",
  "method": "ωB97M-V with the def2-TZVPD basis set",
  "relative_energy_kcal_mol": 98.5,
  "total_energy_ev": -8727.4093,
  "e_lumo_ev": 0.6,
  "fmax_ev_per_a": 5.9,
  "homo_ev": -8.5,
  "symbols": ["C", "N", "N", "C", "N", "C", "C", "H", "H", "H", "H", "H", "H", "H"],
  "xyz": [[0.505, -0.300, 1.573], [0.627, -1.466, 1.162], [-0.132, -2.018, 0.101], [-0.014, -1.290, -1.057], [0.412, 0.084, -1.313], [0.249, 1.048, -0.357], [-0.494, 0.577, 0.785], [0.916, -0.224, 2.531], [-0.280, -1.676, -2.130], [-0.147, 0.402, -2.156], [-0.589, 1.826, -0.648], [1.275, 1.647, -0.214], [-1.085, 1.513, 1.183], [-1.245, -0.123, 0.541]],
  "forces_ev_per_angstrom": [[-3.1466, 0.9957, -0.4404], [0.2567, -2.9355, -0.5347], [1.8169, 3.1286, -4.5256], [-0.6863, -0.5946, 0.4676], [-1.4885, -3.7917, -3.4024], [-0.2234, 5.9036, -0.2734], [0.3730, 1.5256, 4.6354], [1.0093, 1.3043, 1.2345], [0.1340, -0.1631, 2.6110], [1.5204, -1.0397, 1.0057], [2.2114, -0.7000, -0.8545], [-2.3373, -1.1546, 0.3802], [1.5827, -1.9981, 0.4494], [-1.0224, -0.4804, -0.7528]]
}


{
  "formula": "C2H3ClF2S",
  "method": "ωB97M-V with the def2-TZVPD basis set",
  "relative_energy_kcal_mol": 38.5,
  "total_energy_ev": -30913.5629,
  "e_lumo_ev": -0.9,
  "fmax_ev_per_a": 3.2,
  "homo_ev": -9.9,
  "symbols": ["C", "C", "F", "F", "H", "H", "S", "Cl", "H"],
  "xyz": [[-1.234, 0.039, -0.776], [-1.768, 0.033, 0.453], [-1.411, 0.836, 1.461], [-2.844, -0.659, 0.878], [-0.373, 0.746, -1.094], [-1.702, -0.766, -1.435], [3.390, 0.572, 0.407], [2.617, -1.346, 0.969], [3.325, 0.546, -0.864]],
  "forces_ev_per_angstrom": [[-0.2456, -0.6362, 0.0865], [-0.1222, 0.8768, -0.1201], [0.0648, -0.3677, -0.6029], [1.1230, 0.1907, -0.7578], [-1.7809, -1.5829, 0.7733], [0.9835, 1.5159, 0.6316], [-0.2862, -0.9259, 3.0081], [0.5928, 1.5469, -0.8324], [-0.3291, -0.6178, -2.1863]]
}


| no. | M (Da) |
| --- | --- |
| 1 | 45.09 |
| 2 | 244.20 |
| 3 | 297.44 |
| 4 | 686.29 |
| 5 | 97.12 |
| 6 | 132.56 |